An isolated molecule of C6H11N at a distorted geometry, computed with wB97M-V/def2-TZVPD.

Calculated values
LUMO level (eV): 1.040
HOMO level (eV): -7.717
Energy above the lowest of the compared OMol25 structures with the same formula, charge and spin (kcal/mol): 42.3
SMILES: C=C/C=C(\C)NC

Last columns: bonded neighbours and bond lengths (Å).
Element x y z (Å)
1 C 2.465 1.968 0.985  C2 1.333, H8 1.082, H9 1.085
2 C 1.358 1.238 1.113  C1 1.333, C3 1.481, H10 1.086
3 C 1.042 0.207 0.097  C2 1.481, C4 1.335, H11 1.083
4 C -0.202 -0.049 -0.316  C3 1.335, C5 1.502, N6 1.396
5 C -1.438 0.493 0.344  C4 1.502, H12 1.091, H13 1.086, H14 1.092
6 N -0.438 -1.021 -1.289  C4 1.396, C7 1.450, H15 1.009
7 C -1.431 -2.049 -1.045  N6 1.450, H16 1.095, H17 1.090, H18 1.087
8 H 3.071 2.443 1.745  C1 1.082
9 H 2.935 2.005 0.008  C1 1.085
10 H 0.741 1.338 2.002  C2 1.086
11 H 1.933 -0.284 -0.273  C3 1.083
12 H -2.217 0.428 -0.416  C5 1.091
13 H -1.848 0.109 1.274  C5 1.086
14 H -1.219 1.538 0.570  C5 1.092
15 H 0.425 -1.390 -1.659  N6 1.009
16 H -1.257 -2.706 -0.187  C7 1.095
17 H -1.508 -2.692 -1.922  C7 1.090
18 H -2.411 -1.577 -1.032  C7 1.087

Löwdin atomic charge list, values in e, 4 entries:
1. C -0.020
2. C -0.201
3. C -0.092
4. C -0.352


An isolated molecule of C6H11N at a distorted geometry, computed with wB97M-V/def2-TZVPD.

Calculated values
LUMO level (eV): -1.922
HOMO level (eV): -6.691
Energy above the lowest of the compared OMol25 structures with the same formula, charge and spin (kcal/mol): 219.6

Last columns: bonded neighbours and bond lengths (Å).
Element x y z (Å)
1 C -0.821 -1.063 1.644  C4 1.519, H8 1.069, H9 1.125, H10 1.098
2 N -0.692 2.101 1.519  C3 1.460, H11 0.928
3 C -0.426 1.291 0.334  N2 1.460, C4 1.561, H12 1.047, H13 1.053
4 C -0.280 -0.257 0.476  C1 1.519, C3 1.561, C5 1.817, C6 1.499
5 C -0.773 -0.797 -1.188  C4 1.817, C6 1.415, H14 1.094
6 C 0.490 -0.989 -0.581  C4 1.499, C5 1.415, C7 1.574, H15 1.112
7 C 1.568 -0.148 -1.360  C6 1.574, H16 1.124, H17 1.033, H18 1.126
8 H -0.135 -1.021 2.462  C1 1.069
9 H -1.847 -0.658 1.864  C1 1.125
10 H -0.961 -2.107 1.332  C1 1.098
11 H -1.180 2.708 1.014  N2 0.928
12 H 0.491 1.528 -0.111  C3 1.047
13 H -1.123 1.533 -0.418  C3 1.053
14 H -0.607 -0.674 -2.261  C5 1.094
15 H 1.000 -1.828 -0.057  C6 1.112
16 H 2.380 0.269 -0.703  C7 1.124
17 H 1.968 -0.590 -2.204  C7 1.033
18 H 0.949 0.702 -1.762  C7 1.126

Löwdin atomic charge list, values in e, 4 entries:
1. C -0.029
2. N 0.029
3. C -0.316
4. C -0.215


The ion C6H11N with charge +1 at a distorted geometry, computed with wB97M-V/def2-TZVPD.

Calculated values
LUMO level (spin up / spin down) (eV): -4.118 / -7.422
HOMO level (spin up / spin down) (eV): -14.001 / -14.986
⟨S²⟩: 0.77
2S+1: 2
Charge: +1
Energy above the lowest of the compared OMol25 structures with the same formula, charge and spin (kcal/mol): 50.8

Last columns: bonded neighbours and bond lengths (Å).
Element x y z (Å)
1 C 0.755 -1.660 -0.041  C4 1.490, H8 1.124, H9 1.090, H10 1.058
2 N 0.723 0.801 -2.199  C3 1.458, H11 1.093, H12 1.001
3 C 0.314 0.748 -0.800  N2 1.458, C4 1.326, C7 1.486
4 C 0.239 -0.266 0.052  C1 1.490, C3 1.326, C5 1.523
5 C -0.706 -0.119 1.237  C4 1.523, C6 1.361, H13 1.053
6 C -0.571 -0.984 2.279  C5 1.361, H14 1.182, H15 1.104
7 C -0.672 1.851 -0.663  C3 1.486, H16 1.073, H17 1.156, H18 1.053
8 H 1.545 -1.969 -0.778  C1 1.124
9 H 1.150 -1.970 0.927  C1 1.090
10 H 0.006 -2.397 -0.170  C1 1.058
11 H 1.265 -0.074 -2.564  N2 1.093
12 H 1.182 1.668 -2.399  N2 1.001
13 H -1.365 0.697 1.150  C5 1.053
14 H -1.237 -0.924 3.253  C6 1.182
15 H 0.036 -1.900 2.388  C6 1.104
16 H -1.688 1.658 -0.374  C7 1.073
17 H -0.102 2.375 0.195  C7 1.156
18 H -0.872 2.466 -1.494  C7 1.053

Löwdin atomic charge list, values in e, 4 entries:
1. C -0.030
2. N 0.184
3. C -0.223
4. C -0.149


A cluster of 2 separate species, C6H11N2 in total at a distorted geometry, computed with wB97M-V/def2-TZVPD.

Calculated values
LUMO level (eV): -4.343
HOMO level (eV): -13.017
Charge: +1
Energy above the lowest of the compared OMol25 structures with the same formula, charge and spin (kcal/mol): 113.9

Last columns: bonded neighbours and bond lengths (Å).
Element x y z (Å)
1 C 1.138 -2.179 0.798  C4 1.199, H9 1.103
2 C -2.828 -1.385 -0.533  N7 1.212, H11 1.136, H12 1.078
3 C -2.478 0.954 0.044  N7 1.255, N8 1.319, H13 1.046
4 C 1.511 -1.189 0.234  C1 1.199, C6 1.439
5 C 2.843 0.957 -0.041  C6 1.517, H14 1.123, H15 1.111, H16 1.204
6 C 1.831 -0.040 -0.572  C4 1.439, C5 1.517, H17 1.166, H18 1.032
7 N -2.577 -0.204 -0.432  C2 1.212, C3 1.255
8 N -1.390 1.411 0.632  C3 1.319, H10 0.926, H19 0.998
9 H 0.780 -2.938 1.515  C1 1.103
10 H -1.152 2.305 0.672  N8 0.926
11 H -2.634 -1.954 -1.497  C2 1.136
12 H -3.167 -1.852 0.379  C2 1.078
13 H -3.234 1.661 -0.107  C3 1.046
14 H 2.831 1.792 -0.792  C5 1.123
15 H 2.414 1.313 0.921  C5 1.111
16 H 3.928 0.437 -0.080  C5 1.204
17 H 0.785 0.448 -0.406  C6 1.166
18 H 2.041 -0.310 -1.546  C6 1.032
19 H -0.643 0.774 0.811  N8 0.998

Löwdin atomic charge list, values in e, 4 entries:
1. C 0.098
2. C 0.134
3. C -0.113
4. C -0.198


A cluster of 2 separate species, C6H11N2 in total at a distorted geometry, computed with wB97M-V/def2-TZVPD.

Calculated values
LUMO level (spin up / spin down) (eV): -4.956 / -4.200
HOMO level (spin up / spin down) (eV): -12.109 / -13.768
Charge: +1
Energy above the lowest of the compared OMol25 structures with the same formula, charge and spin (kcal/mol): 189.9

Last columns: bonded neighbours and bond lengths (Å).
Element x y z (Å)
1 C -1.517 0.643 0.974  C4 1.437, N7 1.207, N8 1.630
2 C 3.663 0.914 -0.457  H9 1.093, H10 1.118, H19 1.106
3 C 0.989 0.749 0.772  C4 1.340, H11 1.131
4 C -0.203 0.143 0.679  C1 1.437, C3 1.340, C6 1.515
5 C -0.324 -1.244 -1.412  C6 1.469, H12 1.179, H13 1.108, H14 1.164
6 C -0.736 -1.096 -0.011  C4 1.515, C5 1.469, N8 1.474, H15 1.176
7 N -2.004 1.542 1.617  C1 1.207, H16 1.056
8 N -2.125 -0.636 0.167  C1 1.630, C6 1.474, H17 1.125, H18 1.012
9 H 3.996 1.915 -0.171  C2 1.093
10 H 3.962 0.099 0.247  C2 1.118
11 H 1.045 1.689 1.398  C3 1.131
12 H -0.299 -0.205 -1.969  C5 1.179
13 H -1.025 -1.959 -1.887  C5 1.108
14 H 0.702 -1.766 -1.583  C5 1.164
15 H -0.649 -2.050 0.672  C6 1.176
16 H -2.982 1.672 1.991  N7 1.056
17 H -2.796 -1.129 0.922  N8 1.125
18 H -2.760 -0.393 -0.583  N8 1.012
19 H 3.063 1.111 -1.366  C2 1.106

Löwdin atomic charge list, values in e, 4 entries:
1. C -0.295
2. C 0.123
3. C 0.235
4. C -0.270


The ion C6H11N2 with charge +1 at a distorted geometry, computed with wB97M-V/def2-TZVPD.

Calculated values
LUMO level (eV): -3.123
HOMO level (eV): -14.179
Charge: +1
Energy above the lowest of the compared OMol25 structures with the same formula, charge and spin (kcal/mol): 85.2

Last columns: bonded neighbours and bond lengths (Å).
Element x y z (Å)
1 C -0.208 1.093 -0.286  C3 1.290, C5 1.510
2 C 1.058 -0.496 -0.686  N7 1.279, N8 1.372
3 C -0.190 2.145 -1.033  C1 1.290, H9 1.109, H10 1.030
4 C 0.351 -0.331 1.533  C5 1.506, N7 1.382, H11 1.084, H12 1.066
5 C -0.808 0.410 0.919  C1 1.510, C4 1.506, C6 1.562, H13 1.056
6 C -1.878 -0.584 0.364  C5 1.562, H14 1.116, H15 1.009, H16 1.019
7 N 1.122 -0.888 0.530  C2 1.279, C4 1.382, H17 1.015
8 N 1.743 -0.860 -1.816  C2 1.372, H18 1.036, H19 0.990
9 H -0.606 3.141 -0.781  C3 1.109
10 H 0.257 2.179 -1.960  C3 1.030
11 H 0.928 0.236 2.256  C4 1.084
12 H -0.022 -1.071 2.204  C4 1.066
13 H -1.457 1.025 1.479  C5 1.056
14 H -2.671 -0.053 -0.215  C6 1.116
15 H -2.165 -1.089 1.188  C6 1.009
16 H -1.332 -1.218 -0.217  C6 1.019
17 H 1.787 -1.544 0.926  N7 1.015
18 H 1.732 -0.482 -2.781  N8 1.036
19 H 2.357 -1.612 -1.624  N8 0.990

Löwdin atomic charge list, values in e, 4 entries:
1. C -0.017
2. C -0.087
3. C 0.079
4. C -0.167